{"formula": "BrH18O9", "method": "ωB97M-V/def2-TZVPD", "total_charge": -1, "homo_lumo_gap_ev": 9.82, "fmax_ha_per_bohr": 0.00558, "species": ["Br", "O", "O", "O", "O", "O", "O", "O", "O", "O", "H", "H", "H", "H", "H", "H", "H", "H", "H", "H", "H", "H", "H", "H", "H", "H", "H", "H"], "coordinates": [[0.077485, 0.009522, -0.206973], [0.433963, 3.326143, -1.267114], [-3.133755, 1.869845, -0.506968], [1.462822, -1.235031, 2.939461], [-1.213519, 2.180088, 2.416896], [-0.638970, 0.541722, -3.735042], [-1.577887, -2.410068, 1.598372], [-0.512143, -2.736146, -2.302140], [2.556350, -2.430727, -0.174804], [2.808862, 1.826548, 1.269538], [-3.624712, 1.087606, -0.777067], [-1.422243, -2.892724, -2.031690], [-0.433970, 2.903396, -1.263198], [-0.152476, -2.188813, -1.584779], [0.946578, -0.783359, 2.256721], [1.142684, -2.142060, 2.887562], [1.001682, 2.670792, -0.847086], [-2.338758, -1.840229, 1.749752], [-2.354083, 1.512867, -0.056659], [-1.017200, -1.884978, 0.999959], [2.121906, 1.771158, 0.591998], [-0.556221, 0.595581, -2.770534], [3.004108, 0.898836, 1.455098], [2.573585, -3.072856, -0.892771], [0.050649, -0.083275, -3.979770], [2.043046, -1.686442, -0.530190], [-0.720030, 1.655471, 1.770716], [-0.527753, 2.537134, 2.990713]], "forces_ev_per_a": [[0.0, 0.1, 0.1], [0.0, 0.1, 0.0], [0.1, -0.1, 0.1], [-0.1, 0.0, 0.0], [0.1, 0.0, 0.0], [0.1, 0.0, 0.1], [0.0, 0.0, -0.2], [0.1, -0.1, 0.1], [0.0, 0.0, -0.3], [0.0, -0.1, -0.1], [0.1, 0.0, -0.1], [0.0, 0.0, 0.0], [0.1, 0.0, 0.0], [-0.2, 0.1, -0.2], [0.1, 0.0, 0.0], [0.0, 0.0, 0.0], [-0.2, 0.0, -0.2], [0.1, 0.0, 0.1], [-0.1, 0.0, -0.1], [-0.1, 0.0, 0.1], [0.1, -0.2, 0.2], [0.0, 0.0, -0.1], [-0.1, 0.1, 0.0], [0.0, 0.0, 0.0], [-0.1, -0.1, 0.0], [0.0, -0.1, 0.3], [0.0, -0.1, 0.0], [0.0, 0.0, 0.0]], "nbo_charge": [-0.94, -0.94, -0.95, -0.96, -0.96, -0.96, -0.97, -0.96, -0.95, -0.95, 0.46, 0.47, 0.48, 0.49, 0.48, 0.47, 0.46, 0.47, 0.48, 0.49, 0.47, 0.49, 0.48, 0.46, 0.46, 0.49, 0.48, 0.47]}

=====

{"formula": "BrH18O9", "method": "ωB97M-V/def2-TZVPD", "total_charge": -1, "homo_lumo_gap_ev": 9.54, "fmax_ha_per_bohr": 0.00791, "species": ["Br", "O", "O", "O", "O", "O", "O", "O", "O", "O", "H", "H", "H", "H", "H", "H", "H", "H", "H", "H", "H", "H", "H", "H", "H", "H", "H", "H"], "coordinates": [[-0.178835, 0.202851, 0.325118], [-2.187117, 2.647357, 1.558909], [0.592043, -1.331051, 3.572507], [3.060187, 1.073207, -1.415642], [0.251763, 3.547281, -1.060174], [0.499730, -0.733197, -3.220036], [-1.719567, 1.189764, -2.522379], [-2.809153, -1.519701, 1.555561], [2.821821, -1.457165, 0.403989], [-0.218462, -3.315921, 0.651779], [0.683634, -0.375853, -2.336343], [0.452646, 3.679769, -0.128235], [1.929156, -1.191980, 0.683744], [-1.661255, 2.003617, 1.040603], [0.079165, -1.271062, 2.752577], [-1.618228, 0.553580, -3.238928], [-2.357396, -0.730058, 1.216038], [2.299524, 0.910185, -0.840196], [-3.094643, 2.494046, 1.280859], [0.308722, -0.561540, 4.075210], [-0.434214, -2.405037, 0.398695], [3.246958, -1.743766, 1.218020], [-1.764090, 0.635393, -1.729620], [-3.567916, -1.182164, 2.040937], [1.223382, -0.395612, -3.757324], [0.171909, 2.584102, -1.133851], [3.384050, 0.179611, -1.575650], [0.606187, -3.486655, 0.183829]], "forces_ev_per_a": [[0.1, -0.1, -0.1], [0.1, -0.3, -0.1], [-0.1, 0.0, 0.0], [-0.1, -0.2, -0.2], [0.1, -0.1, 0.1], [0.2, 0.0, 0.0], [-0.4, 0.0, 0.0], [-0.2, 0.2, 0.0], [-0.1, -0.2, 0.1], [0.1, 0.0, -0.1], [-0.2, 0.0, -0.1], [-0.1, 0.0, 0.0], [0.1, 0.1, -0.1], [-0.1, 0.3, 0.3], [0.1, -0.1, 0.0], [0.2, 0.0, 0.1], [0.1, -0.2, 0.0], [0.0, 0.1, 0.1], [0.0, 0.0, -0.1], [0.0, 0.0, -0.1], [-0.1, -0.1, 0.1], [0.0, 0.0, 0.0], [0.2, 0.1, 0.0], [0.0, 0.0, 0.0], [0.0, 0.1, 0.0], [-0.2, 0.1, -0.1], [0.1, 0.0, 0.2], [0.0, 0.0, 0.0]], "nbo_charge": [-0.93, -0.97, -0.96, -0.96, -0.95, -0.96, -0.96, -0.96, -0.98, -0.96, 0.49, 0.46, 0.50, 0.49, 0.49, 0.47, 0.49, 0.49, 0.46, 0.46, 0.49, 0.47, 0.48, 0.46, 0.47, 0.49, 0.47, 0.46]}

=====

{"formula": "BrH18O9", "method": "ωB97M-V/def2-TZVPD", "spin_multiplicity": 2, "homo_lumo_gap_ev": [11.22, 5.04], "fmax_ha_per_bohr": 0.00946, "species": ["Br", "O", "O", "O", "O", "O", "O", "O", "O", "O", "H", "H", "H", "H", "H", "H", "H", "H", "H", "H", "H", "H", "H", "H", "H", "H", "H", "H"], "coordinates": [[-31.724370, 21.458900, 26.820680], [-33.706850, 22.487660, 24.054840], [-33.165450, 18.968650, 24.889960], [-34.812130, 23.418250, 27.052500], [-29.417500, 21.088490, 29.621700], [-29.517500, 18.502810, 27.233410], [-32.673580, 22.580440, 29.968960], [-29.641650, 23.693340, 24.805340], [-34.597320, 20.119320, 27.907760], [-29.393240, 20.204310, 24.470170], [-34.952110, 23.292820, 27.991070], [-29.090660, 24.186010, 25.413550], [-29.814680, 21.188750, 28.756580], [-33.991490, 19.099170, 24.424290], [-30.413030, 18.831740, 27.155660], [-33.019630, 19.792250, 25.355420], [-32.162310, 22.288250, 29.214330], [-29.466580, 21.961580, 30.010950], [-29.992640, 20.669300, 25.053890], [-33.786190, 20.369080, 27.465150], [-29.905930, 19.467970, 24.136720], [-30.213330, 23.171390, 25.368350], [-34.003470, 22.941770, 26.864680], [-33.379470, 21.938290, 30.043760], [-33.065240, 22.294740, 24.738470], [-28.984170, 19.287050, 27.362820], [-34.369600, 20.107450, 28.837400], [-33.527530, 23.394510, 23.806440]], "forces_ev_per_a": [[0.3, 0.1, 0.0], [-0.2, -0.3, 0.0], [0.4, -0.2, 0.1], [0.0, 0.3, -0.2], [0.0, -0.2, 0.0], [-0.1, -0.1, 0.0], [-0.1, 0.3, 0.0], [-0.1, 0.0, -0.2], [-0.3, 0.2, 0.0], [0.3, 0.1, 0.1], [-0.1, 0.0, 0.3], [0.2, 0.2, 0.1], [0.0, 0.0, -0.2], [-0.3, 0.1, -0.2], [-0.3, -0.2, 0.0], [-0.2, 0.1, -0.1], [0.2, -0.1, 0.0], [0.0, 0.3, 0.2], [-0.1, 0.2, -0.1], [0.0, -0.2, -0.1], [-0.2, -0.4, -0.1], [-0.1, 0.0, 0.1], [0.0, -0.1, -0.2], [-0.2, -0.2, 0.2], [0.2, 0.0, -0.1], [0.4, 0.1, 0.0], [0.0, -0.2, 0.3], [0.0, 0.3, -0.1]], "nbo_charge": [-0.03, -0.92, -0.93, -0.90, -0.92, -0.91, -0.91, -0.92, -0.91, -0.90, 0.47, 0.47, 0.45, 0.48, 0.45, 0.44, 0.45, 0.47, 0.43, 0.45, 0.48, 0.45, 0.44, 0.47, 0.44, 0.47, 0.46, 0.48]}

=====

{"formula": "BrH2NOS", "method": "ωB97M-V/def2-TZVPD", "homo_lumo_gap_ev": 9.29, "smiles": "N=[S@H](=O)Br", "fmax_ha_per_bohr": 0.14089, "species": ["Br", "S", "O", "N", "H", "H"], "coordinates": [[-1.369964, -1.731531, 0.557190], [0.152832, -0.142676, 0.177114], [1.520080, -0.730246, -0.646562], [-0.423781, 1.161788, -0.297981], [-0.351795, 1.339500, -1.285090], [0.472627, 0.103165, 1.495329]], "forces_ev_per_a": [[0.3, -0.1, -0.1], [6.1, -0.9, -3.4], [-5.9, 1.8, 3.7], [-0.1, -0.3, 1.0], [0.0, -0.2, -0.4], [-0.3, -0.4, -0.7]], "nbo_charge": [-0.13, 1.50, -0.83, -1.05, 0.41, 0.10]}

=====

{"formula": "BrH2O2PS", "method": "ωB97M-V/def2-TZVPD", "homo_lumo_gap_ev": 8.90, "smiles": "O=PO.SBr", "fmax_ha_per_bohr": 0.03909, "species": ["Br", "S", "P", "O", "O", "H", "H"], "coordinates": [[-0.665529, 0.169408, 2.934975], [-2.589187, 0.712996, 2.152916], [1.046033, 0.522779, -0.044338], [-0.135108, 1.260954, -0.496085], [1.198074, -0.779747, -0.994827], [1.536660, -1.520384, -0.541347], [-2.308754, -0.067322, 1.151927]], "forces_ev_per_a": [[0.9, -0.1, 0.8], [-0.5, 0.5, 0.5], [-0.2, 0.1, -0.1], [0.2, 0.1, 0.0], [-1.0, 1.3, -0.7], [1.0, -1.5, 0.8], [-0.4, -0.5, -1.2]], "nbo_charge": [-0.08, -0.04, 1.50, -1.01, -1.00, 0.50, 0.13]}

=====

{"formula": "BrH3NP", "method": "ωB97M-V/def2-TZVPD", "homo_lumo_gap_ev": 9.86, "smiles": "NPBr", "fmax_ha_per_bohr": 0.05532, "species": ["Br", "P", "N", "H", "H", "H"], "coordinates": [[-2.162324, 0.328401, -0.241431], [-0.391104, -0.859093, -0.238298], [0.647573, 0.511872, 0.318161], [-0.133980, -0.667575, -1.512744], [1.595332, 0.237912, 0.377278], [0.444502, 0.448485, 1.297032]], "forces_ev_per_a": [[-1.7, 0.7, 0.0], [1.4, 0.0, 2.5], [-1.4, -1.0, -0.2], [0.6, 0.2, -2.7], [1.6, -0.5, -0.7], [-0.5, 0.6, 1.0]], "nbo_charge": [-0.21, 0.65, -1.08, -0.08, 0.36, 0.35]}